[1]
{"formula": "C30H22BrN2O4SSn", "method": "wB97M-V/def2-TZVPD", "symbols": ["Sn", "C", "C", "C", "C", "N", "C", "C", "C", "C", "C", "C", "C", "H", "H", "H", "H", "H", "H", "H", "H", "O", "S", "C", "C", "C", "C", "C", "C", "C", "C", "C", "C", "C", "C", "H", "H", "H", "H", "H", "H", "H", "H", "H", "H", "O", "N", "Br", "C", "C", "C", "C", "C", "C", "C", "O", "O", "H", "H", "H", "H"], "coordinates": [[-0.416, -0.298, -1.378], [-2.634, -2.443, 1.899], [-1.594, -2.746, 2.770], [-0.304, -2.354, 2.468], [-0.055, -1.658, 1.290], [-1.078, -1.372, 0.466], [-2.330, -1.751, 0.749], [1.291, -1.209, 0.847], [2.429, -1.438, 1.615], [3.673, -1.037, 1.153], [3.797, -0.410, -0.077], [2.666, -0.173, -0.851], [1.420, -0.564, -0.388], [-3.652, -2.739, 2.103], [-1.790, -3.294, 3.682], [0.506, -2.598, 3.138], [-3.089, -1.487, 0.024], [2.365, -1.932, 2.576], [4.552, -1.223, 1.756], [4.772, -0.111, -0.440], [2.767, 0.302, -1.819], [-0.863, 1.585, -0.053], [-1.268, 1.830, 1.396], [-1.509, 3.592, 1.489], [-1.178, 4.399, 0.414], [-1.374, 5.768, 0.530], [-1.892, 6.303, 1.701], [-2.228, 5.476, 2.765], [-2.043, 4.107, 2.662], [0.219, 1.676, 2.360], [1.422, 2.186, 1.892], [2.555, 2.036, 2.670], [2.475, 1.391, 3.902], [1.268, 0.882, 4.355], [0.126, 1.016, 3.574], [-0.791, 3.960, -0.495], [-1.126, 6.417, -0.299], [-2.043, 7.371, 1.783], [-2.642, 5.895, 3.672], [-2.310, 3.451, 3.482], [1.466, 2.686, 0.931], [3.502, 2.426, 2.323], [3.365, 1.285, 4.509], [1.213, 0.381, 5.312], [-0.824, 0.614, 3.906], [-2.971, 1.067, -1.860], [-2.117, 0.640, -2.526], [-0.383, -0.671, -6.407], [-0.274, -2.477, -5.865], [-0.256, -3.443, -6.858], [-0.229, -4.786, -6.518], [-0.245, -5.176, -5.188], [-0.283, -4.212, -4.197], [-0.279, -2.857, -4.521], [-0.259, -1.893, -3.396], [0.391, -0.819, -3.432], [-0.900, -2.182, -2.319], [-0.268, -3.138, -7.895], [-0.206, -5.531, -7.303], [-0.233, -6.225, -4.925], [-0.307, -4.496, -3.154]], "forces_ev_per_a": [[0.1, 0.0, 0.0], [0.0, 0.0, 0.0], [0.0, 0.0, 0.0], [0.0, 0.0, 0.0], [0.0, 0.0, 0.0], [-0.1, 0.0, 0.0], [0.1, 0.0, 0.0], [0.1, 0.0, 0.0], [0.0, 0.0, 0.0], [0.0, 0.0, 0.0], [0.0, 0.0, 0.0], [0.0, 0.0, 0.0], [0.0, 0.0, 0.0], [0.0, 0.0, 0.0], [0.0, 0.0, 0.0], [0.0, 0.0, 0.0], [0.0, 0.0, 0.0], [0.0, 0.0, 0.0], [0.0, 0.0, 0.0], [0.0, 0.0, 0.0], [0.0, 0.0, 0.0], [0.1, 0.0, 0.1], [0.0, 0.0, -0.1], [0.0, 0.0, 0.0], [0.0, 0.0, 0.0], [0.0, 0.0, 0.0], [0.0, 0.0, 0.0], [0.0, 0.0, 0.0], [0.0, 0.0, 0.0], [0.0, 0.0, 0.0], [0.0, 0.0, 0.0], [0.0, 0.0, 0.0], [0.0, 0.0, 0.0], [0.0, 0.0, 0.0], [0.0, 0.0, 0.0], [0.0, 0.0, 0.0], [0.0, 0.0, 0.0], [0.0, 0.0, 0.0], [0.0, 0.0, 0.0], [0.0, 0.0, 0.0], [0.0, 0.0, 0.0], [0.0, 0.0, 0.0], [0.0, 0.0, 0.0], [0.0, 0.0, 0.0], [0.0, 0.0, 0.0], [0.0, 0.1, 0.0], [-0.1, -0.1, 0.0], [0.0, 0.0, 0.0], [0.0, 0.0, 0.1], [0.0, 0.0, 0.0], [0.0, 0.0, 0.0], [0.0, 0.0, 0.0], [0.0, 0.0, 0.0], [0.0, 0.1, 0.0], [0.0, -0.1, -0.1], [0.0, 0.1, 0.0], [0.0, 0.1, 0.0], [0.0, 0.0, 0.0], [0.0, 0.0, 0.0], [0.0, 0.0, 0.0], [0.0, 0.0, 0.0]], "mulliken_charge": [1.594, -0.851, -0.557, -0.881, 1.062, 0.056, -0.435, 0.664, -0.574, -0.916, -0.613, -0.826, -0.062, 0.467, 0.459, 0.488, 0.519, 0.356, 0.454, 0.445, 0.533, -0.468, 0.166, 0.698, -0.183, -0.731, -0.433, -0.679, -0.523, 0.712, -0.471, -0.731, -0.506, -0.711, -0.293, 0.357, 0.410, 0.404, 0.398, 0.405, 0.386, 0.446, 0.452, 0.450, 0.451, -0.238, 0.158, -0.143, 0.145, -0.495, -0.468, -0.693, -0.383, 0.428, 0.964, -0.601, -0.677, 0.416, 0.391, 0.398, 0.409], "orbital_gap_ha": [0.2812, 0.2812], "lumo_ev": [-3.204, -3.206], "e_tot_ha": -4753.1338, "e_above_lowest_kcal_mol": 0.00, "charge": 1}

=====

[2]
{"formula": "C30H23ClI2N4O5SW", "method": "wB97M-V/def2-TZVPD", "symbols": ["W", "I", "C", "C", "C", "I", "C", "O", "C", "C", "N", "C", "C", "C", "C", "C", "C", "N", "C", "H", "H", "H", "H", "H", "H", "H", "H", "H", "H", "H", "O", "C", "O", "C", "C", "C", "C", "C", "C", "S", "H", "H", "H", "H", "N", "C", "C", "N", "C", "H", "H", "H", "H", "Cl", "C", "C", "C", "C", "C", "C", "C", "O", "O", "H", "H", "H", "H"], "coordinates": [[-0.300, 0.080, -0.296], [-0.374, 7.774, 0.888], [-0.723, 5.762, 0.486], [-1.660, 5.063, 1.225], [-1.877, 3.723, 0.944], [-3.326, 2.717, 2.041], [-1.170, 3.047, -0.055], [-1.433, 1.775, -0.311], [-0.234, 3.781, -0.810], [0.624, 3.183, -1.905], [0.182, 1.905, -2.450], [1.212, 1.198, -3.172], [0.928, -0.281, -3.246], [1.412, -1.026, -4.321], [1.155, -2.380, -4.394], [0.384, -2.977, -3.401], [-0.064, -2.185, -2.369], [0.214, -0.871, -2.273], [-0.027, 5.124, -0.531], [-2.219, 5.550, 2.011], [1.630, 3.015, -1.511], [0.723, 3.942, -2.694], [-0.680, 1.978, -2.974], [2.155, 1.326, -2.632], [1.376, 1.551, -4.199], [1.982, -0.513, -5.084], [1.537, -2.965, -5.220], [0.131, -4.026, -3.419], [-0.685, -2.601, -1.588], [0.694, 5.676, -1.120], [3.595, 1.522, -0.471], [2.679, 1.089, 0.202], [1.537, 0.771, -0.376], [2.818, 0.717, 1.636], [4.127, 0.577, 2.103], [4.390, 0.248, 3.416], [3.316, 0.065, 4.284], [2.021, 0.209, 3.834], [1.729, 0.537, 2.499], [0.017, 0.750, 2.148], [4.929, 0.749, 1.398], [5.408, 0.139, 3.764], [3.492, -0.194, 5.321], [1.193, 0.065, 4.516], [-4.039, -0.444, -2.955], [-4.616, -0.049, -1.770], [-3.595, 0.070, -0.884], [-2.411, -0.251, -1.506], [-2.711, -0.553, -2.747], [-4.512, -0.623, -3.823], [-5.675, 0.114, -1.681], [-3.612, 0.386, 0.142], [-2.026, -0.843, -3.525], [-0.954, -6.464, 5.036], [-0.826, -5.183, 3.868], [0.363, -5.026, 3.170], [0.461, -4.005, 2.242], [-0.627, -3.165, 2.023], [-1.811, -3.327, 2.736], [-1.914, -4.346, 3.667], [-0.508, -2.069, 1.045], [-1.502, -1.310, 0.767], [0.576, -1.819, 0.438], [1.193, -5.690, 3.362], [1.380, -3.845, 1.696], [-2.638, -2.653, 2.569], [-2.819, -4.494, 4.238]], "forces_ev_per_a": [[-0.4, 1.1, 0.7], [0.0, 0.1, 0.0], [0.1, -0.2, -0.1], [0.0, -0.1, 0.0], [0.0, 0.3, 0.1], [0.0, -0.1, 0.1], [0.3, -0.2, -0.3], [0.0, -0.1, 0.1], [0.0, 0.0, 0.1], [0.1, 0.0, -0.1], [0.1, -0.3, 0.2], [0.0, -0.1, -0.1], [0.0, -0.2, -0.1], [-0.1, 0.1, 0.2], [0.0, -0.1, 0.0], [0.1, 0.2, 0.0], [0.1, 0.0, -0.1], [0.1, 0.0, -0.2], [-0.1, 0.1, 0.1], [0.0, 0.0, 0.0], [0.0, 0.0, 0.0], [0.1, 0.0, 0.0], [0.0, 0.1, 0.0], [0.0, 0.0, 0.0], [0.0, 0.1, 0.0], [0.0, -0.1, 0.0], [0.0, 0.0, 0.0], [0.0, 0.0, 0.0], [0.0, 0.0, 0.0], [0.0, 0.0, 0.0], [-0.1, 0.3, 0.1], [0.2, -0.8, -0.1], [-0.4, -0.1, -0.1], [-0.1, 0.3, -0.1], [0.0, 0.0, 0.0], [-0.1, 0.0, 0.0], [0.1, 0.0, 0.0], [-0.1, 0.0, 0.0], [0.1, -0.1, 0.2], [-0.1, 0.1, -0.6], [0.0, 0.0, 0.0], [0.0, 0.0, 0.0], [0.0, 0.0, 0.0], [0.0, 0.0, 0.0], [0.1, 0.0, 0.0], [-0.1, 0.0, 0.0], [0.0, -0.1, 0.0], [0.4, -0.1, 0.2], [-0.1, 0.0, -0.1], [0.0, 0.0, 0.0], [0.0, 0.0, 0.0], [0.0, 0.0, 0.0], [0.0, 0.0, 0.0], [0.0, 0.0, 0.0], [0.0, -0.1, 0.1], [-0.1, 0.0, 0.0], [-0.1, 0.0, 0.1], [0.0, 0.2, -0.1], [0.1, -0.1, 0.0], [0.0, 0.0, 0.0], [0.0, 0.0, -0.1], [0.4, -0.3, 0.0], [-0.2, 0.0, -0.1], [0.0, 0.0, 0.0], [0.0, 0.0, 0.0], [0.0, 0.0, 0.0], [0.0, 0.0, 0.0]], "mulliken_charge": [3.853, 0.048, -0.495, -0.339, 0.074, 0.032, -0.363, -0.464, 0.586, -1.179, -0.187, -1.303, 0.721, -1.001, -0.443, -0.956, -0.225, 0.239, -0.757, 0.380, 0.410, 0.605, 0.274, 0.318, 0.632, 0.487, 0.430, 0.471, 0.473, 0.435, -0.726, 0.730, -0.802, -0.076, -0.679, -0.600, -0.592, -0.822, 0.790, -0.485, 0.445, 0.396, 0.379, 0.484, -0.018, -0.659, -0.694, 0.348, -0.662, 0.216, 0.433, 0.344, 0.411, -0.213, 0.460, -0.819, -0.275, -0.198, -0.330, -0.785, 1.024, -0.720, -0.877, 0.426, 0.481, 0.484, 0.423], "orbital_gap_ha": [0.2366, 0.2522], "lumo_ev": [-0.217, -0.364], "s2": 2.0112, "e_tot_ha": -3273.2389, "e_above_lowest_kcal_mol": 0.00, "charge": 0, "multiplicity": 3}

=====

[3]
{"formula": "C30H24BrCl3N3O2RuTe", "method": "wB97M-V/def2-TZVPD", "symbols": ["Ru", "C", "C", "C", "C", "C", "Br", "N", "C", "H", "H", "H", "H", "H", "H", "Cl", "C", "C", "C", "Cl", "C", "O", "C", "Cl", "C", "H", "H", "N", "C", "O", "C", "C", "C", "C", "N", "C", "H", "H", "H", "H", "H", "H", "Te", "C", "C", "C", "C", "C", "C", "C", "C", "C", "C", "C", "C", "H", "H", "H", "H", "H", "H", "H", "H", "H", "H"], "coordinates": [[0.084, 0.982, -1.757], [1.902, -4.408, -1.763], [1.504, -3.192, -2.555], [1.427, -3.199, -3.941], [1.053, -2.056, -4.630], [0.766, -0.940, -3.882], [0.253, 0.666, -4.689], [0.823, -0.888, -2.548], [1.190, -2.007, -1.907], [2.086, -5.256, -2.419], [1.119, -4.684, -1.056], [2.811, -4.217, -1.191], [1.663, -4.101, -4.492], [0.985, -2.033, -5.708], [1.238, -1.947, -0.833], [-2.114, 8.081, -1.050], [-1.530, 6.528, -0.744], [-1.074, 5.744, -1.835], [-0.630, 4.496, -1.575], [-0.039, 3.453, -2.818], [-0.597, 3.914, -0.248], [-0.215, 2.747, -0.056], [-1.048, 4.783, 0.830], [-1.014, 4.167, 2.409], [-1.509, 6.044, 0.573], [-1.086, 6.145, -2.839], [-1.862, 6.668, 1.383], [-3.003, -2.862, 0.848], [-3.931, -2.264, 0.063], [-5.098, -2.576, 0.063], [-3.472, -1.141, -0.843], [-4.458, -0.461, -1.547], [-4.104, 0.579, -2.386], [-2.773, 0.928, -2.488], [-1.818, 0.281, -1.809], [-2.161, -0.744, -1.009], [-3.323, -3.610, 1.443], [-2.029, -2.623, 0.871], [-5.487, -0.774, -1.420], [-4.846, 1.118, -2.959], [-2.449, 1.733, -3.134], [-1.342, -1.253, -0.525], [0.772, 0.202, 0.813], [1.909, 1.266, 2.212], [1.310, 1.581, 3.423], [2.056, 2.255, 4.381], [3.384, 2.577, 4.133], [3.978, 2.228, 2.928], [3.237, 1.581, 1.947], [1.012, -1.721, 1.638], [2.147, -2.500, 1.438], [2.280, -3.700, 2.124], [1.286, -4.117, 3.002], [0.152, -3.341, 3.193], [0.008, -2.138, 2.508], [0.284, 1.299, 3.623], [1.596, 2.533, 5.320], [3.961, 3.098, 4.886], [5.022, 2.452, 2.750], [3.693, 1.323, 1.001], [2.936, -2.170, 0.772], [3.168, -4.303, 1.983], [1.401, -5.048, 3.542], [-0.616, -3.659, 3.887], [-0.868, -1.522, 2.669]], "forces_ev_per_a": [[1.0, -1.2, 1.5], [0.0, 0.1, -0.1], [0.0, -0.4, -0.3], [0.0, -0.1, 0.0], [-0.1, 0.0, 0.1], [0.3, -0.6, -0.3], [-0.2, 0.4, -0.6], [-1.0, 1.8, 0.4], [0.3, -0.3, -0.3], [0.0, 0.0, 0.0], [0.0, 0.0, 0.0], [0.0, 0.0, 0.0], [0.0, 0.0, 0.0], [0.0, 0.0, 0.0], [-0.2, -0.2, 0.2], [0.1, -0.1, 0.1], [0.2, -0.2, -0.3], [-0.3, 0.4, -0.1], [0.2, -0.3, -0.3], [-0.1, 0.8, -0.1], [0.0, -0.4, 0.2], [-0.4, -0.4, -0.8], [0.3, 0.4, 0.4], [0.0, 0.0, -0.2], [-0.1, 0.0, 0.0], [0.0, 0.0, 0.1], [0.0, 0.0, -0.1], [-0.1, 0.0, 0.0], [0.1, 0.0, 0.0], [0.0, 0.0, 0.0], [-0.5, -0.2, -0.1], [-0.1, 0.0, 0.1], [-0.2, -0.1, -0.1], [-0.4, -0.2, 0.0], [1.6, 0.3, 0.3], [-0.9, -0.4, -0.2], [0.0, 0.0, 0.0], [0.0, 0.0, 0.0], [0.1, 0.0, 0.0], [0.0, 0.0, 0.0], [0.3, 0.1, 0.0], [0.5, 0.5, 0.1], [-0.8, 0.4, 0.5], [0.3, -0.1, -0.3], [0.1, 0.0, 0.0], [0.0, 0.1, 0.0], [0.0, 0.0, 0.0], [0.1, 0.1, 0.0], [-0.1, 0.1, 0.2], [0.2, 0.0, -0.3], [-0.1, 0.0, 0.2], [0.0, -0.1, 0.0], [0.0, 0.0, 0.0], [0.0, 0.0, 0.0], [0.1, -0.2, 0.1], [0.0, 0.0, 0.0], [0.0, -0.1, 0.0], [0.0, 0.0, 0.0], [0.0, 0.0, 0.0], [0.0, 0.0, -0.1], [0.0, 0.1, 0.0], [0.0, 0.0, 0.0], [0.0, 0.0, 0.0], [0.0, 0.0, 0.0], [0.0, 0.0, 0.0]], "mulliken_charge": [-0.008, -1.224, 0.453, -0.544, -0.565, 0.129, -0.085, 0.303, -0.158, 0.405, 0.309, 0.285, 0.445, 0.476, -0.027, -0.087, 0.612, -0.838, 0.614, -0.110, -0.328, -0.288, 0.563, -0.085, -0.796, 0.502, 0.498, -0.203, 0.400, -0.616, 0.084, -0.443, -0.970, -0.291, 0.445, 0.302, 0.241, 0.095, 0.543, 0.460, 0.501, -0.166, 1.274, 0.563, -0.415, -0.714, -0.531, -0.632, -0.396, 0.262, -0.310, -0.639, -0.549, -0.685, -0.958, 0.535, 0.452, 0.421, 0.421, 0.411, 0.533, 0.503, 0.448, 0.477, 0.696], "orbital_gap_ha": [0.1349, 0.1611], "lumo_ev": [-9.240, -9.178], "s2": 0.9801, "e_tot_ha": -5789.1954, "e_above_lowest_kcal_mol": 111.20, "charge": 2, "multiplicity": 2}